[1]
C5H16IN7O4P | the ωB97M-V functional and the def2-TZVPD basis

Computed properties:
Strongest force on any atom: 1.506 eV/A
Gap between HOMO and LUMO: 8.3 eV
Total charge: +1
HOMO: -0.425 Eh

Geometry as XYZ:
```
34
Properties=species:S:1:pos:R:3:forces:R:3:nbo_charge:R:1
N 0.306228 -1.323887 1.578813 -0.06 0.32 -0.19 -0.71
C 0.769862 -0.135527 1.307443 0.45 0.36 -0.17 0.72
N 1.659362 0.506024 2.103664 -1.27 -0.41 0.70 -0.58
C 1.011703 1.815111 2.550129 0.28 -0.27 0.12 0.08
O 0.760966 2.590912 1.451973 0.14 0.15 -0.28 -0.49
C -0.060599 1.961305 0.478136 -0.22 -0.31 0.54 -0.09
P -1.965577 2.205668 0.677469 -0.02 0.19 -0.80 0.94
O -2.523960 0.680139 0.533830 0.07 0.33 0.39 -0.96
I -2.292770 2.763349 3.034407 -0.09 -0.07 0.15 -0.15
N 0.312896 0.555314 0.191766 0.10 0.26 -0.05 -0.68
H 0.395426 -1.673219 2.516257 0.40 -0.43 0.03 0.41
H -0.171495 -1.896774 0.873725 -0.10 -0.29 -0.22 0.48
H 1.895678 -0.067425 2.909990 0.27 0.19 0.07 0.38
H 0.104794 1.551390 3.093667 -0.08 -0.09 -0.01 0.17
H 1.668378 2.316973 3.247014 0.35 0.21 -0.20 0.22
H 0.147634 2.470930 -0.448813 -0.05 0.30 -0.30 0.28
H -2.268487 0.145442 1.291147 -0.09 -0.42 -0.01 0.48
H 1.048560 0.608122 -0.510747 -0.04 -0.18 -0.22 0.44
C -0.539335 -4.637258 0.375186 -0.12 -0.28 -0.13 0.79
O -0.411082 -3.529093 -0.146429 -0.01 0.36 0.51 -0.71
N -0.198226 -5.769082 -0.285141 0.04 0.08 0.03 -0.82
N -1.038785 -4.812575 1.635698 0.25 0.12 -0.13 -0.84
H -0.297698 -6.688235 0.101885 -0.03 -0.02 0.01 0.40
H 0.163650 -5.669304 -1.215470 0.01 0.00 -0.03 0.42
H -1.347132 -4.004668 2.137621 -0.17 0.00 0.01 0.39
H -1.154347 -5.713206 2.060856 -0.02 -0.03 -0.02 0.40
C 0.547856 2.931796 -3.524868 0.01 0.06 -0.14 0.79
O 0.656931 2.234475 -2.518565 0.01 -0.06 0.21 -0.73
N -0.555824 2.880655 -4.317753 0.06 0.00 0.09 -0.83
N 1.523671 3.797142 -3.911850 -0.07 -0.07 0.06 -0.83
H -0.669142 3.436110 -5.144015 0.02 0.02 -0.02 0.40
H -1.285952 2.246846 -4.053637 -0.02 -0.03 0.00 0.41
H 2.347983 3.848869 -3.344534 0.03 0.00 0.01 0.41
H 1.458836 4.373684 -4.728854 -0.02 0.00 -0.02 0.40
```
Positions in Å, forces in eV/Å.

=====

[2]
C10H13N4OPPtS | the ωB97M-V functional and the def2-TZVPD basis

Computed properties:
Energy above the lowest of the compared OMol25 structures with the same formula, charge and spin: 133.94 kJ/mol
Strongest force on any atom: 0.555 eV/A
Gap between HOMO and LUMO: 7.4 eV
HOMO: -0.309 Eh

Geometry as XYZ:
```
31
Properties=species:S:1:pos:R:3:forces:R:3:nbo_charge:R:1
Pt -1.301154 -1.214661 -1.322865 0.00 0.53 -0.18 0.77
S -1.783841 -0.028918 -3.198349 -0.06 -0.14 -0.08 0.04
C -0.113444 -0.389877 -3.543600 0.07 -0.25 0.30 0.07
C 0.741649 -0.028434 -4.570106 0.00 0.00 -0.04 -0.28
C 2.034880 -0.520885 -4.530282 -0.02 0.07 -0.08 -0.13
C 2.448202 -1.342228 -3.489389 0.00 -0.07 0.08 -0.28
C 1.546164 -1.653102 -2.490167 0.06 0.01 0.04 0.08
N 0.302692 -1.184013 -2.529120 -0.04 0.21 -0.22 -0.47
H 0.398860 0.613904 -5.368033 -0.01 0.00 0.00 0.24
H 2.730373 -0.261963 -5.317947 -0.01 0.00 -0.01 0.23
H 3.453547 -1.733932 -3.450173 0.00 -0.01 0.01 0.23
H 1.803709 -2.276005 -1.644874 0.01 0.02 0.00 0.22
C 1.340699 2.380590 1.752834 -0.02 -0.08 -0.05 -1.01
P 0.372641 0.854962 1.762883 -0.10 0.17 0.36 1.95
C 1.187648 -0.218034 2.965761 -0.02 0.00 -0.09 -1.01
C -1.211653 1.284062 2.503263 0.08 0.03 -0.12 -1.02
O 0.249771 0.251446 0.404985 0.07 -0.38 -0.21 -1.15
H 1.434880 2.801498 2.753745 -0.02 -0.01 0.01 0.24
H 0.850664 3.103969 1.101518 0.00 0.00 -0.01 0.25
H 2.333070 2.169310 1.354467 0.00 0.00 0.00 0.25
H 1.273569 0.268801 3.937048 -0.02 0.02 0.00 0.24
H 2.182714 -0.476593 2.602901 -0.01 0.00 -0.01 0.24
H 0.603658 -1.131640 3.078394 -0.01 0.00 0.01 0.26
H -1.090448 1.734243 3.488365 0.02 -0.01 0.01 0.25
H -1.813508 0.383157 2.604563 -0.01 -0.04 0.07 0.27
H -1.734291 1.980638 1.846802 0.01 -0.01 -0.01 0.25
N -2.954403 -1.124198 -0.238824 0.14 -0.19 0.33 -0.67
C -3.560073 -1.024750 0.755409 -0.12 0.17 -0.23 0.64
N -4.338546 -0.871389 1.750675 0.00 -0.04 -0.01 -0.66
C -3.873624 -1.087917 2.971422 -0.03 -0.08 0.09 0.43
N -3.514403 -1.258041 4.058697 0.03 0.05 -0.01 -0.47
```
Positions in Å, forces in eV/Å.

=====

[3]
C4H8NO | the ωB97M-V functional and the def2-TZVPD basis

Computed properties:
Energy above the lowest of the compared OMol25 structures with the same formula, charge and spin: 555.84 kJ/mol
Strongest force on any atom: 3.208 eV/A
Gap between HOMO and LUMO: 5.1 eV
Total charge: +1
HOMO: -0.475 Eh

Geometry as XYZ:
```
14
Properties=species:S:1:pos:R:3:forces:R:3:nbo_charge:R:1
C -2.756588 0.837262 0.056012 -1.85 -0.97 -0.04 -0.49
C -2.779422 -0.352148 0.469566 1.33 2.19 -0.76 0.46
C 0.865187 -0.900595 -0.724237 1.01 -1.91 -2.18 -0.10
C 1.549477 0.282287 -0.218978 -0.77 2.34 -0.77 0.21
N 2.638713 0.309993 0.635371 0.86 -2.24 -2.13 -0.82
O 0.318062 -0.289001 0.359093 -2.14 0.95 1.48 -0.57
H -1.903428 1.420564 -0.180480 1.09 0.52 0.06 0.36
H -3.742572 1.270713 -0.213529 0.15 -0.06 0.21 0.36
H 0.301252 -0.855727 -1.685002 0.46 0.15 0.62 0.18
H 1.273382 -1.911445 -0.554015 0.01 0.49 0.00 0.19
H 1.299581 1.273451 -0.801781 0.66 -1.93 1.35 0.18
H 3.093066 -0.607713 0.795152 -0.56 1.18 0.13 0.39
H -2.688219 -1.370768 0.656202 -0.29 -1.62 0.57 0.27
H 2.531507 0.893133 1.406632 0.03 0.92 1.45 0.39
```
Positions in Å, forces in eV/Å.